The following is a quantum chemistry calculation of a molecular structure, C6H6N2O2 at a distorted geometry, from the OMol25 dataset.

Element x y z (Å)
C 2.00 -0.99 -1.04
C 0.98 -0.68 -0.49
C -0.43 1.09 -0.87
C 0.09 1.51 0.47
C 0.02 0.60 1.45
C -1.16 -1.03 0.16
H 3.07 -1.07 -1.42
H 0.19 0.13 -0.01
H -1.50 -0.41 -1.79
H 0.52 2.47 0.61
H 0.54 0.81 2.39
H -0.66 -1.30 2.05
N -1.15 -0.11 -0.87
N -0.47 -0.66 1.24
O -0.36 1.76 -1.86
O -1.67 -2.12 -0.03

## Properties
Calculated total energy (eV): -13386.582
ΔE to the lowest compared entry with this formula, charge and spin (kcal/mol): 185.52
LUMO (hartree): 0.006
M (u): 138.126



The following is a quantum chemistry calculation of C6H6N2O2S in the gas phase at a distorted geometry, from the OMol25 dataset.

Element x y z (Å)
H 1.51 2.34 1.35
N 1.10 1.72 0.72
N 0.47 2.35 -0.14
O 0.58 3.54 -0.47
O -0.33 1.64 -1.04
C -0.57 0.31 -0.76
C 0.54 -0.60 -1.23
C 0.69 -1.82 -0.67
C 0.02 -2.18 0.51
C -0.80 -1.32 1.17
C -1.15 0.00 0.59
S -2.15 1.09 1.39
H -1.26 -0.05 -1.48
H 1.08 -0.03 -1.96
H 1.52 -2.49 -1.15
H 0.06 -3.13 1.03
H -1.30 -1.36 2.11

## Properties
Calculated total energy (eV): -24223.495
ΔE to the lowest compared entry with this formula, charge and spin (kcal/mol): 114.48
LUMO (alpha / beta) (hartree): -0.042 / -0.042
M (u): 170.193



The following is a quantum chemistry calculation of 2 unconnected molecules or ions with the total composition C6H6N2O3S at a distorted geometry, from the OMol25 dataset.

Element x y z (Å)
C 1.93 -0.87 1.47
C 3.09 0.84 -0.37
C -2.15 0.83 -0.22
C -1.62 1.84 0.44
C 2.72 -1.43 0.43
C 2.57 -0.42 -0.86
N 1.34 -0.36 2.32
N 3.62 1.80 -0.07
O 0.60 0.77 -0.17
O 0.46 3.21 0.73
O 2.25 -0.75 -1.94
S 0.09 1.60 1.00
H -3.13 0.82 -0.72
H -1.64 -0.14 -0.12
H -1.76 2.95 0.39
H 3.74 -1.49 0.83
H 2.39 -2.43 0.09
H 1.38 3.24 1.02

## Properties
Calculated total energy (eV): -26273.122
ΔE to the lowest compared entry with this formula, charge and spin (kcal/mol): 96.58
LUMO (hartree): -0.006
M (u): 186.192



The following is a quantum chemistry calculation of C6H6N2OS in the gas phase at a distorted geometry, from the OMol25 dataset.

Element x y z (Å)
H 5.31 0.08 0.75
N 4.51 -0.14 0.16
N 3.33 0.10 0.47
O 2.76 0.53 1.45
S 2.39 -0.67 -0.84
C 0.63 -0.51 -0.53
C 0.07 -0.95 0.66
C -1.24 -0.61 0.98
C -2.00 -0.03 -0.01
C -1.49 0.48 -1.22
C -0.15 0.23 -1.49
H 0.72 -1.58 1.25
H -1.65 -0.93 1.97
H -3.09 0.10 0.17
H -2.13 0.87 -2.00
H 0.30 0.64 -2.34

## Properties
Calculated total energy (eV): -22178.519
ΔE to the lowest compared entry with this formula, charge and spin (kcal/mol): 68.95
LUMO (hartree): 0.008
M (u): 154.194



The following is a quantum chemistry calculation of C6H6N2S3 in the gas phase at a distorted geometry, from the OMol25 dataset.

Element x y z (Å)
C -0.68 0.26 0.49
C -0.61 0.36 -0.81
C 0.08 -0.29 1.45
C 0.58 -0.32 -1.51
C 1.46 -0.49 0.92
C 1.36 -1.03 -0.48
N -2.70 1.97 -0.47
N -2.68 1.61 0.68
S -3.37 1.79 2.04
S -0.47 -1.05 2.84
S -1.73 1.47 -1.71
H 0.12 -0.91 -2.31
H 1.25 0.52 -2.14
H 1.93 0.54 0.89
H 2.00 -1.20 1.45
H 1.02 -2.13 -0.45
H 2.43 -1.10 -0.89

## Properties
Calculated total energy (eV): -41798.947
ΔE to the lowest compared entry with this formula, charge and spin (kcal/mol): 66.41
LUMO (alpha / beta) (hartree): -0.064 / -0.064
M (u): 202.329



The following is a quantum chemistry calculation of a molecular structure, C6H6N3O4PdS3Sb, from the OMol25 dataset.

Element x y z (Å)
Pd -0.10 -0.20 -1.94
S -0.22 -2.22 -5.81
Sb 0.66 -3.30 -3.83
S 1.68 -1.36 -2.74
S -0.84 -2.35 -2.14
O -1.88 2.26 -4.04
N -1.30 1.53 -3.32
O -0.76 0.43 -3.75
O -1.20 1.69 -2.06
N -0.85 2.59 2.69
C -0.31 1.46 3.18
O -0.24 1.21 4.37
C 0.17 0.41 2.20
C 0.86 -0.68 2.71
C 1.31 -1.67 1.86
C 1.05 -1.57 0.51
N 0.39 -0.52 0.01
C -0.05 0.45 0.84
H -1.16 3.28 3.35
H -0.84 2.85 1.72
H 1.02 -0.72 3.78
H 1.84 -2.53 2.23
H 1.37 -2.31 -0.20
H -0.60 1.26 0.36

## Properties
Net charge: +1
Calculated total energy (eV): -61491.861
2S+1: 2
ΔE to the lowest compared entry with this formula, charge and spin (kcal/mol): 23.65
LUMO (alpha / beta) (hartree): -0.226 / -0.231
M (u): 508.512



The following is a quantum chemistry calculation of a gas-phase ion, C6H6N3S (charge +1) at a distorted geometry, from the OMol25 dataset.

Element x y z (Å)
C 2.17 1.09 -1.55
C 1.88 2.30 -0.86
C 1.71 -0.20 -1.17
C -1.76 -1.32 1.58
C 0.56 0.95 0.54
C -3.07 -1.38 1.11
N 0.96 2.06 0.16
N 0.56 -1.42 0.48
N 0.93 -0.27 0.02
S -0.28 -1.30 1.95
H 2.51 1.12 -2.58
H 2.09 3.31 -1.06
H 2.11 -1.05 -1.56
H -3.80 -1.14 2.02
H -3.19 -0.45 0.44
H -3.38 -2.29 0.48

## Properties
Net charge: +1
Calculated total energy (eV): -21609.502
2S+1: 3
ΔE to the lowest compared entry with this formula, charge and spin (kcal/mol): 77.49
LUMO (alpha / beta) (hartree): -0.184 / -0.227
M (u): 152.202



The following is a quantum chemistry calculation of a molecular structure, C6H6N4O at a distorted geometry, from the OMol25 dataset.

Element x y z (Å)
C 1.20 2.13 -0.97
C 0.61 1.61 0.15
C -1.13 -0.88 1.20
C -1.30 -1.99 0.21
C 1.32 0.05 -1.13
C 0.40 -0.74 1.03
N 1.61 1.16 -1.76
N -1.83 -0.13 0.08
N 0.75 0.25 0.05
N -1.55 -1.21 -0.79
O 1.23 -1.36 1.64
H 1.38 3.23 -1.23
H 0.10 2.05 1.09
H -1.58 -1.03 2.23
H -1.10 -3.03 0.15
H 1.47 -0.92 -1.69
H -1.57 0.82 -0.26

## Properties
Calculated total energy (eV): -14323.340
ΔE to the lowest compared entry with this formula, charge and spin (kcal/mol): 96.31
LUMO (hartree): 0.004
M (u): 150.141



The following is a quantum chemistry calculation of C6H6N6O in the gas phase at a distorted geometry, from the OMol25 dataset.

Element x y z (Å)
N -2.62 0.37 -2.28
C -2.25 0.24 -1.22
C -1.50 0.08 0.10
N -2.43 0.14 1.23
N -0.94 -1.21 0.07
C 0.42 -1.53 -0.01
O 0.78 -2.73 0.01
C 1.36 -0.44 -0.25
N 2.72 -0.35 -0.13
C 2.98 0.93 -0.24
N 1.96 1.70 -0.20
C 0.89 0.89 -0.11
N -0.44 1.10 0.03
H -2.92 1.02 1.25
H -3.15 -0.52 1.28
H -1.47 -1.88 0.51
H 3.40 -1.12 -0.15
H 3.96 1.27 -0.10
H -0.77 2.05 0.20

## Properties
Calculated total energy (eV): -17306.406
ΔE to the lowest compared entry with this formula, charge and spin (kcal/mol): 0.00
LUMO (hartree): 0.018
M (u): 178.155



The following is a quantum chemistry calculation of a gas-phase ion, C6H6NO2S (charge -1) at a distorted geometry, from the OMol25 dataset.

Element x y z (Å)
C -0.44 1.65 2.12
O -0.31 0.23 1.88
C -0.04 -0.18 0.64
C 0.71 -1.28 0.45
C 0.89 -1.90 -0.81
C 0.46 -1.29 -1.96
N -0.23 -0.12 -1.93
O -0.50 0.52 -2.99
C -0.60 0.47 -0.73
S -1.29 2.02 -0.80
H -0.80 2.10 1.08
H 0.44 2.12 2.58
H -1.28 1.80 2.90
H 0.96 -1.72 1.37
H 1.60 -2.66 -0.82
H 0.42 -1.76 -2.97

## Properties
Net charge: -1
Calculated total energy (eV): -22737.215
ΔE to the lowest compared entry with this formula, charge and spin (kcal/mol): 71.84
LUMO (hartree): 0.138
M (u): 156.186



The following is a quantum chemistry calculation of C6H6O in the gas phase at a distorted geometry, from the OMol25 dataset.

Element x y z (Å)
C 2.24 -1.31 0.33
C 1.18 -0.83 0.63
C -0.08 -0.27 1.14
C -0.71 0.08 -0.19
C -0.43 1.45 -0.76
C -1.60 -0.74 -0.74
O -2.20 -1.64 -1.20
H 3.19 -1.68 0.08
H 0.09 0.62 1.75
H -0.63 -1.06 1.66
H -0.92 1.59 -1.72
H -0.78 2.22 -0.07
H 0.64 1.58 -0.90

## Properties
Calculated total energy (eV): -8363.474
ΔE to the lowest compared entry with this formula, charge and spin (kcal/mol): 69.93
LUMO (hartree): 0.027
M (u): 94.113



The following is a quantum chemistry calculation of C6H6O in the gas phase at a distorted geometry, from the OMol25 dataset.

Element x y z (Å)
O 0.15 -1.63 1.12
C -0.02 -0.22 1.12
C -1.32 0.15 0.42
C -1.19 0.37 -0.92
C -0.09 0.36 -2.16
C 0.51 0.40 -1.05
C 1.07 0.47 0.28
H -0.15 -1.95 0.26
H 0.06 0.08 2.16
H -2.22 0.07 1.06
H 0.04 0.34 -3.25
H 2.04 0.01 0.43
H 1.11 1.54 0.52

## Properties
Calculated total energy (eV): -8361.165
ΔE to the lowest compared entry with this formula, charge and spin (kcal/mol): 123.18
LUMO (hartree): 0.030
M (u): 94.113